No. 1
The following is a DFT calculation (the ωB97M-V functional and the def2-TZVPD basis) of a structure of composition C5H17NO2 at a distorted geometry.

Atoms and positions in Å:
C: 1.890 0.557 1.072
C: 0.599 0.029 0.486
N: -0.502 0.945 0.563
C: -1.559 0.726 -0.418
C: -1.126 0.937 -1.876
C: -0.957 1.132 1.942
H: 2.076 0.093 2.038
H: 2.700 0.275 0.402
H: 1.865 1.644 1.107
H: 0.342 -0.926 0.943
H: 0.579 -0.315 -0.657
H: -2.362 1.425 -0.191
H: -1.982 -0.280 -0.339
H: -0.103 1.315 -1.951
H: -1.704 1.676 -2.425
H: -1.099 -0.048 -2.329
H: -1.840 0.538 2.157
H: -1.130 2.195 2.122
H: -0.158 0.807 2.605
H: 2.217 -2.887 -0.456
H: 1.157 -0.566 -1.132
O: 1.506 -2.430 -0.001
H: -0.741 -2.766 -1.401
H: 0.635 -2.161 -0.744
O: -0.304 -1.916 -1.518

The calculation puts the calculated total energy at -405.702630 hartree. As for the HOMO-LUMO gap: 7.61 eV. Its highest occupied orbital energy is -8.848 eV. The calculation puts the LUMO energy at -1.241 eV.



No. 2
The following is a DFT calculation (the ωB97M-V functional and the def2-TZVPD basis) of a cluster of 6 separate species, C28H51O13PS in total at a distorted geometry.

Atoms and positions in Å:
C: 1.947 -3.997 2.684
O: 1.310 -3.760 1.454
C: 1.179 -2.358 1.150
P: -0.309 -1.680 2.113
C: -0.599 -0.210 1.025
C: 0.648 0.480 0.481
C: 1.626 0.924 1.563
C: 1.139 2.212 2.264
C: 2.999 1.139 0.933
S: -2.188 -1.198 3.313
C: -3.566 -0.785 2.218
O: -2.594 -2.431 3.978
O: -1.939 -0.101 4.241
H: 2.182 -5.054 2.752
H: 2.884 -3.445 2.777
H: 1.318 -3.762 3.542
H: 2.107 -1.878 1.447
H: 1.027 -2.271 0.085
H: -0.951 -2.922 1.866
H: 0.416 -1.492 3.304
H: -1.119 0.530 1.626
H: -1.261 -0.538 0.228
H: 0.299 1.402 0.021
H: 1.139 -0.071 -0.314
H: 1.716 0.153 2.325
H: 0.963 2.005 3.315
H: 0.229 2.599 1.832
H: 1.914 2.962 2.237
H: 3.421 0.195 0.604
H: 3.663 1.538 1.693
H: 2.922 1.824 0.096
H: -3.388 -1.167 1.221
H: -4.480 -1.144 2.667
H: -3.585 0.298 2.157
O: -0.852 -3.050 -1.476
C: -1.012 -4.238 -1.405
O: -1.804 -4.803 -0.475
C: -1.723 -6.239 -0.562
C: -1.244 -6.522 -1.981
C: -0.370 -5.303 -2.263
H: -1.018 -6.588 0.196
H: -2.703 -6.658 -0.350
H: -0.727 -7.475 -2.077
H: -2.092 -6.527 -2.666
H: 0.659 -5.444 -1.925
H: -0.388 -5.011 -3.307
O: 0.373 5.180 1.669
C: -0.018 5.694 2.679
O: 0.235 5.174 3.901
C: -0.451 5.935 4.913
C: -0.701 7.301 4.285
C: -0.868 6.937 2.811
H: -1.379 5.416 5.162
H: 0.174 5.982 5.801
H: -1.554 7.820 4.716
H: 0.179 7.934 4.413
H: -1.900 6.676 2.563
H: -0.515 7.716 2.140
O: -3.703 7.112 1.467
C: -3.746 6.721 0.335
O: -4.734 7.066 -0.520
C: -4.577 6.365 -1.767
C: -3.105 5.976 -1.824
C: -2.775 5.775 -0.346
H: -5.237 5.495 -1.756
H: -4.876 7.023 -2.579
H: -2.917 5.104 -2.447
H: -2.519 6.805 -2.222
H: -2.990 4.760 -0.010
H: -1.748 6.031 -0.099
O: -1.985 -4.210 -4.922
C: -1.447 -3.209 -5.305
O: -1.819 -2.567 -6.435
C: -0.928 -1.465 -6.694
C: -0.307 -1.129 -5.345
C: -0.274 -2.496 -4.666
H: -0.185 -1.790 -7.425
H: -1.501 -0.644 -7.117
H: 0.665 -0.646 -5.426
H: -0.968 -0.461 -4.791
H: 0.639 -3.047 -4.902
H: -0.407 -2.431 -3.589
O: 4.248 -1.023 -2.236
C: 4.538 -1.969 -1.565
O: 3.870 -2.288 -0.428
C: 4.500 -3.412 0.216
C: 5.284 -4.116 -0.883
C: 5.670 -2.952 -1.793
H: 5.148 -3.033 1.011
H: 3.730 -4.040 0.653
H: 6.129 -4.690 -0.505
H: 4.627 -4.800 -1.422
H: 6.604 -2.480 -1.486
H: 5.726 -3.233 -2.840

The calculation puts the calculated total energy at -2815.128164 hartree. As for the HOMO-LUMO gap: 8.29 eV. The SMILES is COC[PH2](CCC(C)C)S(C)(=O)=O.O=C1CCCO1.O=C1CCCO1.O=C1CCCO1.O=C1CCCO1.O=C1CCCO1. Its highest occupied orbital energy is -7.888 eV. The calculation puts the LUMO energy at 0.398 eV.



No. 3
The following is a DFT calculation (the ωB97M-V functional and the def2-TZVPD basis) of a structure of composition C17H32As4O6SW at a distorted geometry.

Atoms and positions in Å:
W: 0.326 1.240 0.604
C: -3.652 -0.304 1.491
As: -2.047 -0.303 0.398
C: -2.123 1.825 0.224
C: -2.215 -0.393 -1.598
C: -1.811 -1.695 -2.249
C: -2.247 -1.645 -3.727
C: -0.264 -1.885 -2.228
As: 0.938 -0.972 -0.967
C: 1.447 -2.154 0.479
C: 2.606 -0.728 -1.902
C: -2.559 -2.839 -1.549
As: -2.094 -2.991 0.334
C: -3.661 -3.682 1.232
C: -0.808 -4.422 0.518
H: -3.548 -1.056 2.269
H: -4.481 -0.542 0.820
H: -3.805 0.678 1.932
H: -3.138 1.735 -0.171
H: -1.601 2.446 -0.512
H: -2.159 2.302 1.204
H: -1.613 0.441 -1.963
H: -3.275 -0.150 -1.742
H: -1.786 -0.805 -4.248
H: -3.330 -1.550 -3.812
H: -1.952 -2.564 -4.236
H: 0.142 -1.589 -3.198
H: -0.001 -2.940 -2.098
H: 1.809 -3.072 0.009
H: 0.646 -2.360 1.182
H: 2.286 -1.687 0.997
H: 2.889 -1.713 -2.277
H: 3.353 -0.367 -1.198
H: 2.497 -0.036 -2.735
H: -2.386 -3.801 -2.036
H: -3.635 -2.645 -1.591
H: -4.496 -2.988 1.210
H: -3.411 -3.951 2.257
H: -3.922 -4.583 0.671
H: 0.157 -4.195 0.078
H: -1.256 -5.271 -0.002
H: -0.694 -4.665 1.574
O: 3.958 0.655 2.634
As: 2.493 1.560 2.629
O: -0.552 0.062 1.660
O: 2.092 1.013 0.752
C: 3.122 3.274 1.875
C: 4.364 3.660 2.335
C: 4.969 4.844 1.880
C: 4.344 5.644 0.945
C: 3.085 5.290 0.466
C: 2.488 4.119 0.925
S: 0.859 3.898 0.393
O: 0.163 5.051 0.014
O: 0.712 2.747 -0.663
O: 0.233 3.006 1.528
H: 4.317 0.397 3.501
H: 4.908 3.053 3.048
H: 5.942 5.118 2.268
H: 4.813 6.554 0.594
H: 2.564 5.936 -0.230

The calculation puts the calculated total energy at -10525.111926 hartree. As for the HOMO-LUMO gap: 5.38 eV. Its highest occupied orbital energy is -20.803 eV. The calculation puts the LUMO energy at -15.426 eV. The total charge is +4.



No. 4
The following is a DFT calculation (the ωB97M-V functional and the def2-TZVPD basis) of a cluster of 2 separate species, C8H16N5OS in total at a distorted geometry.

Atoms and positions in Å:
C: -3.182 -1.406 -1.028
C: -1.185 -1.552 -1.832
C: 2.329 -1.008 0.890
C: 5.348 0.226 3.101
C: -5.591 -0.487 -2.759
C: 4.110 1.143 2.892
C: 3.663 1.116 1.378
C: -5.360 -1.767 -1.905
N: -2.473 -1.543 -2.095
N: -0.340 -1.921 -2.818
N: -0.831 -1.223 -0.621
N: 3.096 -0.144 1.093
N: 1.442 -1.795 0.524
O: -4.444 -1.333 -0.863
S: -2.147 -0.839 0.405
H: 6.257 0.548 2.679
H: 5.534 0.028 4.192
H: 5.269 -0.776 2.605
H: -6.119 -0.623 -3.695
H: -6.232 0.353 -2.390
H: -4.492 -0.227 -3.050
H: 4.320 2.106 3.392
H: 3.367 0.646 3.601
H: 2.768 1.732 1.437
H: 4.321 1.396 0.560
H: -4.714 -2.593 -2.482
H: -6.255 -2.186 -1.401
H: 0.655 -1.890 -2.818
H: -0.754 -2.227 -3.728
H: 1.769 -2.802 0.399
H: 0.168 -1.360 -0.149

The calculation puts the calculated total energy at -1061.208509 hartree. As for the HOMO-LUMO gap (spin up / spin down): 6.18 / 6.46 eV. As for the spin multiplicity: 3. Its highest occupied orbital energy (spin up / spin down) is -9.051 / -12.916 eV. The calculation puts the LUMO energy (spin up / spin down) at -2.870 / -6.454 eV. The total charge is +1.



No. 5
The following is a DFT calculation (the ωB97M-V functional and the def2-TZVPD basis) of a structure of composition C18H31FN2O2S2Sn at a distorted geometry.

Atoms and positions in Å:
Sn: 0.392 1.258 0.012
C: 0.532 -5.435 -2.307
C: -0.954 -5.238 -2.021
N: -1.244 -5.325 -0.602
C: -1.525 -6.634 -0.013
C: -3.004 -6.797 0.316
C: -1.206 -4.266 0.154
S: -0.866 -2.626 -0.455
N: -1.444 -4.226 1.451
C: -1.400 -3.021 1.945
O: -1.070 -2.040 1.075
C: -1.659 -2.713 3.314
C: -1.888 -3.763 4.222
C: -2.114 -3.473 5.549
C: -2.124 -2.154 5.988
C: -1.917 -1.113 5.091
C: -1.684 -1.382 3.759
H: 0.697 -5.459 -3.380
H: 0.880 -6.375 -1.891
H: 1.124 -4.623 -1.892
H: -1.541 -6.011 -2.523
H: -1.282 -4.259 -2.395
H: -0.932 -6.749 0.896
H: -1.213 -7.387 -0.737
H: -3.334 -6.027 1.009
H: -3.159 -7.763 0.786
H: -3.614 -6.760 -0.583
H: -1.873 -4.781 3.872
H: -2.283 -4.274 6.250
H: -2.296 -1.939 7.032
H: -1.942 -0.091 5.437
H: -1.537 -0.576 3.059
C: 2.025 0.028 2.898
C: 3.048 -0.393 1.865
O: 2.498 -0.235 0.553
C: 3.264 -0.949 -0.421
C: 2.548 -0.929 -1.755
H: 2.387 -0.206 3.892
H: 1.091 -0.508 2.726
H: 1.822 1.098 2.831
H: 3.301 -1.453 1.999
H: 3.968 0.193 1.952
H: 3.384 -1.980 -0.067
H: 4.257 -0.493 -0.501
H: 1.551 -1.368 -1.651
H: 3.113 -1.520 -2.469
H: 2.470 0.094 -2.132
F: -0.832 1.237 1.677
C: 2.232 4.233 1.818
S: 0.938 3.958 0.564
C: -0.532 4.475 1.505
H: 1.964 3.756 2.757
H: 2.344 5.305 1.948
H: 3.160 3.818 1.437
H: -0.527 5.559 1.577
H: -0.517 4.012 2.489
H: -1.412 4.150 0.952

The calculation puts the calculated total energy at -2074.496224 hartree. As for the HOMO-LUMO gap: 8.23 eV. Its highest occupied orbital energy is -14.681 eV. The calculation puts the LUMO energy at -6.454 eV. The total charge is +2.



No. 6
The following is a DFT calculation (the ωB97M-V functional and the def2-TZVPD basis) of a structure of composition C21H21N10O2RhS at a distorted geometry.

Atoms and positions in Å:
Rh: -1.390 -1.708 0.316
N: -0.646 -6.060 0.820
C: -0.623 -4.725 0.655
O: -1.530 -4.015 1.089
C: 0.534 -4.125 -0.098
C: 0.015 -2.993 -0.970
H: -1.393 -6.463 1.360
H: 0.132 -6.638 0.564
H: 1.057 -4.896 -0.674
H: 1.247 -3.738 0.637
H: -0.655 -3.367 -1.749
H: 0.824 -2.408 -1.398
O: -2.419 0.358 0.103
N: -3.599 0.335 0.677
C: -4.025 1.420 1.350
C: -5.263 1.452 1.939
C: -6.092 0.338 1.836
C: -5.637 -0.775 1.164
C: -4.369 -0.786 0.582
S: -3.711 -2.125 -0.277
H: -3.325 2.240 1.376
H: -5.569 2.338 2.475
H: -7.078 0.347 2.280
H: -6.230 -1.673 1.077
C: -0.510 0.666 -2.167
C: 0.123 0.843 -0.832
N: 0.314 -0.108 0.057
C: 0.920 0.475 1.148
C: 1.099 1.797 0.909
N: 0.587 2.024 -0.355
C: 0.648 3.292 -1.044
N: 1.995 3.793 -1.082
N: 2.327 4.917 -0.404
N: 3.581 5.114 -0.498
C: 4.138 4.096 -1.241
C: 5.458 3.843 -1.620
C: 5.692 2.716 -2.374
C: 4.652 1.844 -2.743
C: 3.344 2.073 -2.375
C: 3.110 3.221 -1.621
H: -0.857 -0.361 -2.248
H: 0.194 0.869 -2.978
H: -1.377 1.318 -2.272
H: 1.194 -0.095 2.020
H: 1.528 2.587 1.501
H: 0.060 4.050 -0.527
H: 0.265 3.159 -2.054
H: 6.256 4.509 -1.322
H: 6.699 2.484 -2.693
H: 4.889 0.965 -3.328
H: 2.546 1.394 -2.645
N: -1.367 -1.413 2.423
C: -0.469 -1.937 2.991
N: 0.516 -2.390 3.618
C: 0.888 -3.544 4.096
N: 1.304 -4.537 4.525

The calculation puts the calculated total energy at -2019.470599 hartree. As for the HOMO-LUMO gap (spin up / spin down): 7.77 / 6.82 eV. As for the spin multiplicity: 5. Its highest occupied orbital energy (spin up / spin down) is -7.565 / -8.251 eV. The calculation puts the LUMO energy (spin up / spin down) at 0.202 / -1.428 eV.



no.,M (g/mol)
1,123.20
2,658.74
3,848.03
4,230.32
5,509.30
6,580.44